C16H22N6PtS as an isolated structure. Source: the Open Molecules 2025 dataset; level of theory: ωB97M-V/def2-TZVPD.

Geometry as ORCA input:
```
! wB97M-V def2-TZVPD RIJCOSX def2/J DEFGRID3
* xyz 2 1
Pt 0.226 0.129 0.059
N 1.042 -0.770 -1.602
C 2.427 -1.129 -1.159
C 2.384 -1.838 0.189
N 1.331 -1.243 1.092
C 1.758 -0.659 2.415
C 1.307 0.792 2.548
N -0.051 0.954 1.933
H 0.544 -1.587 -1.952
H 1.115 -0.103 -2.368
H 2.976 -0.192 -1.088
H 2.920 -1.758 -1.900
H 3.359 -1.782 0.668
H 2.143 -2.894 0.061
H 0.704 -2.008 1.318
H 2.839 -0.723 2.519
H 1.317 -1.270 3.203
H 1.977 1.455 2.001
H 1.299 1.090 3.597
H -0.298 1.940 1.921
H -0.765 0.492 2.493
N 1.137 4.349 -0.565
C 2.402 4.996 -0.652
C 2.484 6.371 -0.765
C 3.732 6.975 -0.869
C 4.882 6.203 -0.900
C 4.792 4.818 -0.819
C 3.551 4.223 -0.667
S 3.404 2.472 -0.463
N 1.853 2.169 -1.108
C 0.954 3.073 -1.005
C -0.441 2.699 -1.399
C -1.223 3.563 -2.148
C -2.504 3.185 -2.519
C -2.976 1.949 -2.116
C -2.152 1.135 -1.366
N -0.906 1.491 -1.012
H 0.328 4.943 -0.479
H 1.583 6.973 -0.767
H 3.797 8.052 -0.938
H 5.851 6.671 -0.993
H 5.685 4.208 -0.857
H -0.808 4.511 -2.463
H -3.119 3.844 -3.117
H -3.969 1.610 -2.375
H -2.485 0.165 -1.024
*
```

Calculated values
Energy above the lowest of the compared OMol25 structures with the same formula, charge and spin = 19.3 kJ/mol
HOMO level = -13.08 eV
E_LUMO = -6.08 eV